(1)
This record from the OMol25 dataset describes a molecular structure, C32H23BrN4O4PtSSe2. The level of theory is ωB97M-V with the def2-TZVPD basis set.

XYZ file:
```
68
Properties=species:S:1:pos:R:3
Pt -0.2372 -0.9365 0.1356
Se 2.5493 -2.9367 -1.3326
Se 3.0653 -0.7996 -0.6592
C 2.2862 0.2122 -2.1083
C 2.9213 1.3983 -2.4513
C 2.3099 2.2029 -3.3953
C 1.1210 1.7833 -3.9698
C 0.5931 0.5679 -3.5715
N 1.1616 -0.2078 -2.6489
C 1.2584 -3.5760 -0.0561
C 1.2636 -4.9593 0.1174
C 0.4429 -5.5322 1.0632
C -0.3321 -4.7101 1.8695
C -0.3002 -3.3539 1.6423
N 0.4433 -2.7948 0.6627
H 3.8488 1.6876 -1.9756
H 2.7535 3.1498 -3.6735
H 0.6017 2.3924 -4.6960
H -0.3415 0.2054 -3.9880
H 1.9353 -5.5631 -0.4784
H 0.4325 -6.6063 1.1954
H -0.9553 -5.1080 2.6568
H -0.8722 -2.6553 2.2366
O -0.5316 3.1277 -1.3933
S -0.3631 2.2819 -0.2376
O 0.9675 2.0129 0.2281
N -1.0319 0.8301 -0.4944
C -2.2076 0.6843 -1.2105
C -3.1316 1.6478 -1.5479
C -4.2410 1.3147 -2.3524
C -4.4245 0.0558 -2.8531
C -3.4755 -0.9476 -2.5525
C -3.5285 -2.2632 -3.0623
C -2.5350 -3.1485 -2.7600
C -1.4894 -2.7463 -1.9116
N -1.4314 -1.5417 -1.3894
C -2.3942 -0.6249 -1.7147
C -1.3342 3.0011 1.0599
C -1.7269 2.1954 2.1308
C -2.4580 2.7766 3.1567
C -2.7522 4.1382 3.1244
C -2.3459 4.9213 2.0529
C -1.6242 4.3560 1.0082
H -3.0038 2.6649 -1.2083
H -4.9573 2.0917 -2.5865
H -5.2727 -0.1832 -3.4809
H -4.3533 -2.5505 -3.7031
H -2.5352 -4.1556 -3.1518
H -0.6895 -3.4267 -1.6591
H -1.7187 1.1207 2.0073
H -2.7780 2.1755 3.9981
H -3.3219 4.5825 3.9308
H -2.5909 5.9755 2.0238
H -1.2930 4.9480 0.1664
Br 3.2208 3.0860 2.6396
C 3.6181 1.2361 2.6962
C 4.9678 0.8993 2.7420
C 5.3563 -0.4287 2.7846
C 4.3924 -1.4283 2.7731
C 3.0559 -1.0795 2.6995
C 2.6394 0.2524 2.6602
C 1.1482 0.5315 2.6006
O 0.6596 1.4833 3.1739
O 0.4790 -0.4254 1.9878
H 5.7066 1.6887 2.7485
H 6.4087 -0.6781 2.8292
H 4.6828 -2.4707 2.8091
H 2.2890 -1.8413 2.6631
```

Values from the calculation:
HOMO energy, hartree: -0.2870
LUMO, eV: -0.4
Max |F|, hartree/bohr: 0.029
Total charge: 0
HOMO-LUMO gap, eV: 7.374

Mulliken atomic charge list, values in e, 4 entries: atom 1 (Pt): 0.82, atom 2 (Se): 0.00, atom 3 (Se): 0.19, atom 4 (C): 0.44

(2)
This record from the OMol25 dataset describes a molecular structure, C32H23Cl2F3O6PReS5. The level of theory is ωB97M-V with the def2-TZVPD basis set.

XYZ file:
```
73
Properties=species:S:1:pos:R:3
Re 0.2892 0.5194 0.6894
C -0.1577 -0.9354 4.5304
C 1.0611 -1.6951 4.1211
C 2.0390 -2.0028 5.0577
C 3.1813 -2.6937 4.6943
C 3.3701 -3.0601 3.3725
C 2.4019 -2.7591 2.4318
C 1.2301 -2.1040 2.7959
P -0.0525 -1.7098 1.5293
C -1.4841 -2.5322 2.3194
C -1.2275 -3.8333 2.7505
C -2.2551 -4.6930 3.0892
C -3.5661 -4.2512 3.0178
C -3.8132 -2.9193 2.7471
C -2.7843 -2.0355 2.4375
C -3.1056 -0.5792 2.3673
C 0.5059 -2.8079 0.1709
C 0.3529 -4.1863 0.1167
C 0.8020 -4.9037 -0.9787
C 1.4343 -4.2474 -2.0206
C 1.5709 -2.8719 -1.9820
C 1.0857 -2.1315 -0.9080
C 1.1324 -0.6435 -0.9443
H 0.0684 -0.2361 5.3324
H -0.9351 -1.6169 4.8771
H -0.5415 -0.3722 3.6804
H 1.9131 -1.6733 6.0810
H 3.9250 -2.9452 5.4389
H 4.2732 -3.5709 3.0682
H 2.5576 -3.0226 1.3972
H -0.1993 -4.1545 2.8421
H -2.0345 -5.7060 3.3970
H -4.3858 -4.9270 3.2128
H -4.8255 -2.5383 2.7783
H -4.0249 -0.3964 1.8159
H -2.2949 -0.0138 1.9175
H -3.2488 -0.2125 3.3862
H -0.1435 -4.7194 0.9103
H 0.6497 -5.9747 -1.0174
H 1.8009 -4.8085 -2.8692
H 2.0453 -2.3531 -2.8032
H 0.5257 -0.2914 -1.7895
H 2.1595 -0.3025 -1.1310
O 4.0831 4.3405 5.0262
C 3.4035 3.6520 4.3206
S 4.0487 2.4389 3.2039
C 2.5120 1.8700 2.5862
C 1.3864 2.4755 3.0626
S -0.2165 2.0486 2.6465
S 1.6338 3.7162 4.2789
S 2.5446 0.5805 1.4546
Cl -7.1787 -1.4331 -1.7696
C -5.5102 -1.4368 -1.3127
C -4.8661 -2.6597 -1.0889
C -3.5522 -2.6633 -0.7143
Cl -2.7522 -4.1608 -0.4158
C -2.7863 -1.4615 -0.5287
O -1.5843 -1.4909 -0.1705
C -3.4995 -0.2374 -0.7667
C -2.8559 1.0160 -0.5244
O -1.7297 1.2300 -0.0913
C -4.8455 -0.2508 -1.1624
H -5.4017 -3.5894 -1.1981
H -3.4983 1.8929 -0.7290
H -5.3608 0.6845 -1.3211
F 2.1551 5.5501 -1.4190
C 1.3015 4.6889 -0.8543
F 1.3221 4.9115 0.4639
F 0.0776 4.9851 -1.3028
S 1.6700 2.8886 -1.1742
O 1.5335 2.7396 -2.5922
O 2.9677 2.6666 -0.6055
O 0.5670 2.3401 -0.3903
```

Values from the calculation:
HOMO energy (spin up / spin down), hartree: -0.1664 / -0.1765
LUMO (spin up / spin down), eV: 1.7 / 1.2
Max |F|, hartree/bohr: 0.050
Multiplicity: 4
Total charge: -1
HOMO-LUMO gap (spin up / spin down), eV: 6.244 / 6.049

Mulliken atomic charge list, values in e, 4 entries: atom 1 (Re): 0.96, atom 2 (C): -1.44, atom 3 (C): 0.94, atom 4 (C): -0.90